24
Properties=species:S:1:pos:R:3 method="wB97M-V/def2-TZVPD" gap_ev=9.14 charge=+1
C -1.80455 -0.03450 0.89585
C 0.09133 1.44549 -1.48833
C 1.08887 0.41135 -1.12634
C -1.38184 0.94583 -1.57605
C -0.29904 -1.07624 0.31748
C -0.14850 -2.17205 1.39107
C 1.12200 0.57983 1.26981
N 0.96541 -0.32138 0.18103
P -2.32237 1.25384 -0.00523
H -2.20482 -0.56662 1.74347
H 0.23875 2.32767 -0.77693
H 0.31602 2.08747 -2.37206
H 1.04515 -0.38132 -2.04228
H 2.12858 0.90835 -1.31555
H -1.88237 1.60097 -2.25432
H -1.31932 0.00947 -2.15415
H -0.68179 -1.37737 -0.65481
H -0.03951 -1.74266 2.47434
H 0.76477 -2.68768 1.22837
H -1.02578 -2.91624 1.38520
H 0.53907 1.46061 0.95407
H 0.82484 0.31684 2.24618
H 2.12108 0.87692 1.35456
H 1.86404 -0.94860 0.32462

***

24
Properties=species:S:1:pos:R:3 method="wB97M-V/def2-TZVPD" gap_ev=8.41 smiles="C=[SH](=C)N1CCCCC1"
C 0.46310 -3.29698 1.70849
C 0.19632 -0.40051 3.12865
C 0.06953 1.47768 -2.22608
C -0.51554 0.09869 -2.27445
C -0.27037 2.07693 -0.86431
C -0.04921 -0.82958 -1.07883
C 0.12558 1.31509 0.41462
N -0.30517 -0.10979 0.25426
S -0.10115 -1.13703 1.73086
H 0.97023 -3.48479 0.75025
H 1.23729 -3.26742 2.48897
H 1.22632 -0.57426 3.45702
H -0.48255 0.27978 3.71930
H 1.17866 1.53341 -2.38758
H -0.27907 2.22491 -3.06739
H -1.59769 0.26943 -2.27094
H -0.28237 -0.53067 -3.21940
H 0.03912 3.06267 -0.87360
H -1.31338 2.18291 -0.95380
H -0.71714 -1.66166 -1.04432
H 0.92202 -1.23253 -1.21617
H 1.29458 1.42288 0.64353
H -0.34715 1.66872 1.35479
H -1.46194 -1.08787 1.82615

***

31
Properties=species:S:1:pos:R:3 method="wB97M-V/def2-TZVPD" gap_ev=10.92 smiles="CCC(=O)OCCO[P@@](=O)(OC)OCOO"
C -2.36275 -1.59287 -2.30428
C -1.00665 -1.69793 -3.03972
C 0.10370 -2.08776 -2.10306
O 0.93386 -2.87801 -2.34006
O 0.09077 -1.39769 -0.93832
C 0.45437 -2.16719 0.20118
C -0.30322 -1.63501 1.44770
O -1.02539 -0.43253 1.20697
P -0.15724 0.86577 1.47699
O 0.27960 0.94210 2.85114
O 1.10154 0.76458 0.50662
C 2.37094 0.88844 1.15913
O -1.17236 2.01330 1.04915
C -0.68386 3.33794 1.13958
O 0.42051 3.57877 0.32039
O 1.37425 4.22058 1.13937
H -2.25253 -1.66871 -1.23136
H -2.78851 -0.62040 -2.50964
H -3.02800 -2.37278 -2.64564
H -0.72827 -0.74105 -3.46066
H -1.03650 -2.46383 -3.79731
H 1.52197 -2.10379 0.39198
H 0.18676 -3.19910 0.02347
H 0.34353 -1.57320 2.31420
H -1.05453 -2.38138 1.67358
H 2.53355 1.86206 1.59882
H 3.11652 0.75453 0.38153
H 2.53551 0.10654 1.88737
H -0.47776 3.64698 2.15616
H -1.49014 3.96953 0.78389
H 2.20030 4.06214 0.66080

***

23
Properties=species:S:1:pos:R:3 method="wB97M-V/def2-TZVPD" gap_ev=11.41 smiles="CCCCC.C=C"
C -2.12911 -2.54711 0.09687
C -2.15283 -2.12977 1.36369
H -1.19607 -2.87731 -0.37389
H -3.04200 -2.57165 -0.50915
H -1.23995 -2.10524 1.96970
H -3.08588 -1.79958 1.83444
C 0.95724 1.45044 2.21514
C 1.04758 -0.13897 -2.60964
C 0.28706 1.53063 0.84367
C 0.33239 0.73295 -1.57777
C 0.98872 0.66513 -0.20061
H 0.94881 0.40948 2.57975
H 2.00429 1.79008 2.14471
H 0.43034 2.08424 2.94813
H 2.09536 0.18767 -2.71949
H 1.03988 -1.19292 -2.28445
H 0.55281 -0.07061 -3.59308
H -0.76706 1.20362 0.92931
H 0.28623 2.58135 0.49516
H -0.72181 0.40733 -1.48788
H 0.33149 1.78507 -1.92202
H 2.04289 0.99145 -0.28836
H 0.98960 -0.38628 0.14577

***

How do the records compare in E_HOMO? In the order shown, they have -12.8074; -8.1048; -10.3177; -10.2321 eV.